Record 1
Molecular formula: C41H58BrNP3RuSiTe4
Method: DFT, ωB97M-V/def2-TZVPD

Atoms and positions in Å:
Ru: 0.923 -0.044 -1.052
C: 0.649 -2.977 2.224
C: 1.803 -3.167 1.239
C: 2.969 -3.842 1.960
P: 2.212 -1.536 0.417
C: 3.956 -1.771 -0.171
C: 3.889 -2.904 -1.203
C: 4.440 -0.464 -0.799
C: 2.224 -0.466 1.898
C: 3.280 -0.494 2.811
C: 3.223 0.261 3.971
C: 2.119 1.060 4.218
C: 1.080 1.107 3.297
C: 1.104 0.333 2.134
Si: -0.355 0.501 0.868
C: -1.950 -0.092 1.726
C: -1.934 -0.290 3.104
C: -3.104 -0.516 3.818
C: -4.324 -0.552 3.157
C: -4.378 -0.414 1.784
C: -3.202 -0.159 1.058
P: -3.138 -0.389 -0.717
C: -4.487 -1.548 -1.284
C: -4.361 -1.831 -2.780
C: -4.535 -2.872 -0.525
C: -3.855 1.166 -1.464
C: -2.929 2.339 -1.193
C: -5.230 1.554 -0.923
C: -0.461 2.406 0.934
C: -1.328 3.032 1.831
C: -1.373 4.413 1.940
C: -0.556 5.190 1.133
C: 0.313 4.584 0.240
C: 0.372 3.192 0.139
P: 1.519 2.339 -0.998
C: 3.215 3.003 -0.596
C: 3.487 2.733 0.884
C: 3.516 4.458 -0.941
C: 1.122 2.962 -2.712
C: 2.272 2.563 -3.640
C: 0.632 4.387 -2.941
H: 0.182 -3.938 2.449
H: -0.118 -2.307 1.835
H: 1.013 -2.548 3.160
H: 1.490 -3.818 0.420
H: 3.354 -3.217 2.767
H: 3.784 -4.103 1.288
H: 2.603 -4.769 2.408
H: 4.598 -2.041 0.671
H: 2.969 -2.833 -1.792
H: 3.949 -3.889 -0.742
H: 4.686 -2.797 -1.937
H: 3.642 -0.053 -1.429
H: 5.271 -0.656 -1.481
H: 4.737 0.263 -0.043
H: 4.154 -1.099 2.601
H: 4.039 0.231 4.683
H: 2.062 1.656 5.121
H: 0.245 1.767 3.497
H: -0.989 -0.282 3.631
H: -3.064 -0.662 4.890
H: -5.239 -0.695 3.719
H: -5.330 -0.451 1.270
H: -5.423 -1.011 -1.111
H: -3.475 -2.431 -2.991
H: -4.319 -0.922 -3.380
H: -5.222 -2.405 -3.131
H: -3.740 -3.538 -0.849
H: -5.483 -3.372 -0.732
H: -4.460 -2.735 0.555
H: -3.917 0.997 -2.543
H: -2.998 2.624 -0.144
H: -3.178 3.211 -1.800
H: -1.883 2.105 -1.372
H: -5.190 1.650 0.165
H: -6.017 0.846 -1.187
H: -5.515 2.527 -1.326
H: -1.989 2.426 2.443
H: -2.047 4.881 2.647
H: -0.602 6.270 1.199
H: 0.936 5.195 -0.397
H: 3.869 2.366 -1.200
H: 2.845 3.349 1.518
H: 4.527 2.966 1.127
H: 3.307 1.689 1.139
H: 3.035 5.143 -0.243
H: 3.223 4.708 -1.957
H: 4.594 4.616 -0.864
H: 0.254 2.337 -2.954
H: 2.943 3.405 -3.825
H: 1.909 2.200 -4.604
H: 2.868 1.749 -3.221
H: 1.395 5.143 -2.751
H: -0.241 4.610 -2.327
H: 0.336 4.475 -3.989
Te: -1.240 -0.589 -2.166
Te: -1.494 0.732 -4.459
Te: 3.552 -1.002 -4.484
Te: 1.050 -0.859 -3.503
Br: -1.419 -7.828 -0.070
C: -1.038 -6.006 -0.439
C: -0.157 -5.654 -1.449
C: 0.078 -4.311 -1.673
N: -0.501 -3.336 -0.964
C: -1.335 -3.698 0.005
C: -1.643 -5.012 0.311
H: 0.326 -6.409 -2.053
H: 0.752 -3.977 -2.457
H: -1.795 -2.891 0.568
H: -2.337 -5.250 1.105

Values from the calculation:
- energy above the lowest of the compared OMol25 structures with the same formula, charge and spin (kJ/mol) = 211.8
- LUMO (alpha / beta) (eV) = 0.036 / -1.297
- frontier orbital gap (alpha / beta) (Ha) = 0.195 / 0.196
- E_HOMO (alpha / beta) (eV) = -5.27 / -6.63
- E_tot (Ha) = -6706.349765
- 2S+1 = 6
- M (g mol⁻¹) = 1377.3


Record 2
Molecular formula: C41H58FeN2OP2Si4
Method: DFT, ωB97M-V/def2-TZVPD

Atoms and positions in Å:
Fe: 0.021 -0.521 0.705
N: 0.603 2.118 -1.990
P: 0.411 1.970 -0.282
C: -0.405 3.534 0.167
C: -1.440 3.512 1.093
C: -2.101 4.684 1.438
C: -1.727 5.884 0.853
C: -0.692 5.913 -0.077
C: -0.037 4.744 -0.419
C: 2.133 2.257 0.258
C: 3.098 1.318 -0.109
C: 4.405 1.432 0.335
C: 4.765 2.476 1.178
C: 3.810 3.404 1.564
C: 2.503 3.298 1.105
P: -0.542 1.145 -2.882
C: -2.026 2.190 -2.625
C: -3.149 1.598 -2.060
C: -4.286 2.355 -1.794
C: -4.296 3.708 -2.088
C: -3.177 4.308 -2.661
C: -2.052 3.551 -2.933
C: -0.079 1.615 -4.589
C: -0.706 0.904 -5.614
C: -0.411 1.167 -6.941
C: 0.535 2.132 -7.264
C: 1.171 2.837 -6.253
C: 0.864 2.583 -4.922
H: 1.566 2.005 -2.286
H: -1.725 2.572 1.551
H: -2.906 4.658 2.162
H: -2.241 6.799 1.117
H: -0.401 6.851 -0.533
H: 0.760 4.758 -1.155
H: 2.826 0.479 -0.737
H: 5.140 0.695 0.034
H: 5.782 2.558 1.538
H: 4.078 4.216 2.228
H: 1.772 4.028 1.419
H: -3.131 0.540 -1.821
H: -5.155 1.885 -1.350
H: -5.176 4.302 -1.875
H: -3.188 5.367 -2.889
H: -1.174 4.013 -3.372
H: -1.433 0.136 -5.365
H: -0.911 0.612 -7.725
H: 0.777 2.330 -8.300
H: 1.908 3.591 -6.499
H: 1.348 3.160 -4.143
C: 2.244 -2.271 2.504
Si: 0.929 -3.205 1.514
C: 1.552 -4.984 1.403
C: -0.613 -3.242 2.605
C: 0.572 -2.380 -0.135
Si: 2.037 -2.608 -1.268
C: 2.081 -1.455 -2.768
C: 2.112 -4.346 -2.014
C: 3.705 -2.399 -0.408
Si: -0.973 -3.010 -0.940
C: -1.191 -2.712 -2.787
C: -1.355 -4.847 -0.729
C: -2.439 -2.057 -0.149
C: -3.770 -2.456 -0.233
C: -4.762 -1.715 0.388
C: -4.403 -0.576 1.095
C: -3.067 -0.223 1.131
N: -2.117 -0.930 0.519
H: 1.922 -2.187 3.544
H: 2.438 -1.256 2.144
H: 3.194 -2.812 2.498
H: 1.682 -5.362 2.423
H: 2.522 -5.048 0.906
H: 0.862 -5.653 0.886
H: -0.393 -3.833 3.499
H: -1.486 -3.690 2.121
H: -0.889 -2.234 2.928
H: 1.190 -1.541 -3.393
H: 2.947 -1.713 -3.386
H: 2.189 -0.405 -2.486
H: 1.280 -4.545 -2.694
H: 2.101 -5.120 -1.245
H: 3.035 -4.464 -2.591
H: 3.822 -1.435 0.091
H: 4.486 -2.487 -1.170
H: 3.892 -3.172 0.340
H: -0.541 -3.355 -3.384
H: -1.023 -1.673 -3.071
H: -2.226 -2.968 -3.042
H: -0.500 -5.438 -1.067
H: -2.203 -5.121 -1.364
H: -1.587 -5.148 0.295
H: -4.020 -3.360 -0.777
H: -5.798 -2.026 0.334
H: -5.136 0.026 1.614
H: -2.722 0.641 1.683
C: 0.728 2.499 4.102
Si: -0.169 0.859 3.915
C: -1.981 1.148 4.361
C: 0.539 -0.339 5.173
O: -0.062 0.304 2.404
H: 0.641 2.869 5.129
H: 0.305 3.259 3.438
H: 1.790 2.397 3.871
H: -2.093 1.442 5.409
H: -2.576 0.243 4.203
H: -2.417 1.950 3.753
H: 0.336 0.034 6.183
H: 1.621 -0.444 5.067
H: 0.091 -1.332 5.091

Values from the calculation:
- LUMO (alpha / beta) (eV) = 0.430 / 0.420
- frontier orbital gap (alpha / beta) (Ha) = 0.301 / 0.317
- E_HOMO (alpha / beta) (eV) = -7.76 / -8.20
- E_tot (Ha) = -4886.526082
- 2S+1 = 5
- M (g mol⁻¹) = 825.1


Record 3
Molecular formula: C41H59BeN2O4S
Method: DFT, ωB97M-V/def2-TZVPD

Atoms and positions in Å:
Be: -0.290 0.815 2.166
C: -1.553 0.465 4.549
N: -0.271 0.953 4.002
C: 0.845 0.216 4.630
C: -0.109 2.390 4.286
C: -0.816 3.222 3.228
N: -0.398 2.773 1.899
C: 0.937 3.281 1.560
C: 1.611 2.530 0.445
C: 2.185 3.220 -0.601
C: 2.912 2.555 -1.584
C: 3.091 1.191 -1.407
C: 2.565 0.450 -0.346
C: 1.732 1.126 0.570
O: 1.060 0.528 1.535
C: 2.910 -1.048 -0.282
C: 2.074 -1.790 -1.335
C: 2.660 -1.704 1.081
C: 4.409 -1.241 -0.582
C: 3.494 3.337 -2.760
C: 4.504 4.374 -2.243
C: 4.215 2.429 -3.758
C: 2.365 4.068 -3.502
C: -1.370 3.106 0.842
C: -1.702 1.990 -0.119
C: -1.809 2.262 -1.467
C: -2.284 1.303 -2.356
C: -2.792 0.137 -1.799
C: -2.738 -0.173 -0.438
C: -2.043 0.721 0.402
O: -1.687 0.440 1.646
C: -3.385 -1.482 0.039
C: -3.752 -1.477 1.530
C: -2.414 -2.641 -0.224
C: -4.698 -1.729 -0.725
C: -2.238 1.562 -3.859
C: -3.195 2.705 -4.229
C: -2.631 0.326 -4.675
C: -0.806 1.957 -4.257
H: -1.625 0.699 5.618
H: -2.385 0.915 4.010
H: -1.610 -0.613 4.404
H: 0.898 0.445 5.702
H: 0.705 -0.860 4.490
H: 1.779 0.495 4.143
H: -0.499 2.635 5.280
H: 0.957 2.613 4.285
H: -1.891 3.063 3.322
H: -0.610 4.291 3.382
H: 0.877 4.348 1.302
H: 1.571 3.189 2.445
H: 2.059 4.298 -0.644
H: 3.677 0.659 -2.144
H: 1.012 -1.695 -1.095
H: 2.239 -1.383 -2.335
H: 2.334 -2.852 -1.344
H: 1.615 -1.688 1.370
H: 2.987 -2.747 1.036
H: 3.231 -1.198 1.864
H: 4.676 -0.957 -1.601
H: 5.008 -0.645 0.109
H: 4.678 -2.291 -0.449
H: 5.305 3.883 -1.687
H: 4.943 4.920 -3.083
H: 4.024 5.096 -1.581
H: 5.086 1.958 -3.300
H: 3.547 1.650 -4.131
H: 4.558 3.019 -4.610
H: 1.869 4.787 -2.849
H: 2.767 4.610 -4.363
H: 1.617 3.355 -3.854
H: -2.309 3.393 1.325
H: -1.019 3.974 0.272
H: -1.502 3.240 -1.828
H: -3.248 -0.585 -2.462
H: -2.866 -1.459 2.155
H: -4.371 -0.607 1.767
H: -4.322 -2.381 1.763
H: -1.526 -2.517 0.398
H: -2.880 -3.596 0.032
H: -2.114 -2.668 -1.275
H: -5.383 -0.887 -0.594
H: -4.545 -1.883 -1.794
H: -5.176 -2.627 -0.329
H: -4.220 2.448 -3.954
H: -2.923 3.626 -3.710
H: -3.159 2.894 -5.306
H: -3.690 0.091 -4.555
H: -2.446 0.516 -5.734
H: -2.040 -0.543 -4.377
H: -0.515 2.900 -3.792
H: -0.099 1.190 -3.937
H: -0.732 2.075 -5.342
O: -0.474 -8.936 0.884
C: -0.453 -8.475 2.171
O: -0.543 -9.290 3.056
C: -0.337 -7.027 2.363
C: -0.468 -6.518 3.665
C: -0.436 -5.168 3.913
C: -0.279 -4.227 2.868
S: -0.376 -2.543 3.147
C: -0.057 -4.752 1.575
C: -0.103 -6.105 1.332
H: -0.443 -8.189 0.278
H: -0.609 -7.228 4.470
H: -0.539 -4.789 4.922
H: 0.143 -4.060 0.767
H: 0.072 -6.431 0.310

Values from the calculation:
- energy above the lowest of the compared OMol25 structures with the same formula, charge and spin (kJ/mol) = 43.0
- LUMO (eV) = 2.037
- frontier orbital gap (Ha) = 0.218
- net charge = -1
- E_HOMO (eV) = -3.90
- E_tot (Ha) = -2421.405195
- M (g mol⁻¹) = 685.0


Record 4
Molecular formula: C41H59Br3KN5OS5Se
Method: DFT, ωB97M-V/def2-TZVPD

Atoms and positions in Å:
K: -1.511 -0.308 0.467
C: -1.658 7.536 0.135
C: -1.815 6.579 1.329
C: -1.099 7.202 2.528
C: -3.307 6.457 1.669
C: -1.256 5.201 0.978
C: -1.699 4.534 -0.164
C: -1.238 3.266 -0.433
Br: -1.869 2.380 -2.007
C: -0.313 2.514 0.367
O: 0.008 1.323 0.031
C: 0.157 3.238 1.517
C: -0.337 4.519 1.770
C: 1.234 2.716 2.490
C: 0.743 2.854 3.944
C: 1.630 1.250 2.292
C: 2.504 3.567 2.300
H: -1.962 8.552 0.415
H: -2.273 7.223 -0.713
H: -0.617 7.564 -0.195
H: -1.503 8.201 2.716
H: -0.026 7.297 2.340
H: -1.241 6.606 3.433
H: -3.749 7.443 1.860
H: -3.444 5.837 2.559
H: -3.854 5.987 0.850
H: -2.404 4.991 -0.850
H: 0.037 5.021 2.656
H: -0.254 2.422 4.050
H: 0.707 3.896 4.276
H: 1.416 2.313 4.616
H: 0.785 0.570 2.414
H: 2.374 0.997 3.054
H: 2.066 1.081 1.306
H: 2.300 4.632 2.442
H: 2.899 3.427 1.289
H: 3.280 3.261 3.014
N: -3.533 -2.778 -2.414
C: -2.984 -4.090 -2.052
C: -2.407 -4.760 -3.301
C: -0.946 -4.412 -3.561
N: -0.724 -2.969 -3.457
H: -3.810 -2.287 -1.571
H: -4.385 -2.892 -2.951
H: -3.719 -4.743 -1.574
H: -2.183 -3.926 -1.327
H: -3.003 -4.437 -4.165
H: -2.501 -5.848 -3.233
H: -0.665 -4.826 -4.538
H: -0.315 -4.905 -2.815
H: -1.520 -2.431 -3.779
H: 0.122 -2.680 -3.929
Br: -0.883 -1.646 3.093
C: 4.791 -4.224 3.981
C: 4.306 -4.706 2.613
C: 2.796 -4.571 2.411
C: 2.293 -3.135 2.365
N: 2.892 -2.332 1.290
C: 2.616 -2.459 -0.037
Se: 1.638 -3.766 -0.852
N: 3.218 -1.393 -0.661
C: 3.098 -1.050 -2.068
C: 4.408 -1.258 -2.829
C: 4.802 -2.730 -2.967
C: 3.944 -3.483 -3.983
C: 3.866 -0.597 0.275
C: 4.567 0.591 0.147
C: 5.098 1.146 1.306
C: 4.927 0.525 2.543
C: 4.206 -0.655 2.664
C: 3.667 -1.198 1.511
H: 5.843 -4.476 4.142
H: 4.207 -4.688 4.780
H: 4.695 -3.141 4.085
H: 4.575 -5.759 2.491
H: 4.827 -4.156 1.821
H: 2.263 -5.061 3.234
H: 2.505 -5.078 1.494
H: 2.528 -2.622 3.295
H: 1.209 -3.100 2.267
H: 2.775 -0.009 -2.129
H: 2.305 -1.676 -2.473
H: 5.204 -0.714 -2.313
H: 4.302 -0.813 -3.824
H: 4.716 -3.217 -1.991
H: 5.853 -2.787 -3.264
H: 2.902 -3.529 -3.653
H: 4.291 -4.513 -4.100
H: 3.985 -2.995 -4.963
H: 4.678 1.081 -0.812
H: 5.640 2.082 1.246
H: 5.340 0.986 3.432
H: 4.040 -1.106 3.633
Br: -5.222 0.148 -3.907
C: -3.591 0.418 -4.845
C: -3.635 0.989 -6.113
C: -2.427 1.195 -6.755
C: -1.249 0.832 -6.121
C: -1.332 0.264 -4.861
N: -2.492 0.050 -4.236
H: -4.578 1.266 -6.563
H: -2.407 1.642 -7.743
H: -0.288 0.997 -6.590
H: -0.444 -0.030 -4.310
C: -7.138 0.514 1.401
S: -6.428 0.100 3.013
C: -6.366 -1.648 2.964
C: -5.664 -2.424 2.090
S: -4.762 -1.998 0.708
S: -5.811 -4.147 2.472
C: -6.816 -4.070 3.860
S: -7.337 -5.396 4.724
S: -7.247 -2.461 4.239
H: -7.372 1.580 1.449
H: -8.049 -0.059 1.230
H: -6.416 0.311 0.615

Values from the calculation:
- energy above the lowest of the compared OMol25 structures with the same formula, charge and spin (kJ/mol) = 157.0
- LUMO (eV) = 3.448
- frontier orbital gap (Ha) = 0.205
- net charge = -2
- E_HOMO (eV) = -2.13
- E_tot (Ha) = -14661.284679
- M (g mol⁻¹) = 1156.1